An isolated molecule of C4H4O. Source: the Open Molecules 2025 dataset; level of theory: the ωB97M-V functional and the def2-TZVPD basis.

Energy above the lowest of the compared OMol25 structures with the same formula, charge and spin (kcal per mole): 60.43
SMILES: C#C[C@H]1CO1
Net charge: 0

Element x y z (Å)
1 C 0.03190 -1.61367 1.70962
2 C 0.02493 -0.81041 0.81070
3 C -0.38431 0.11134 -0.23591
4 C 0.41697 1.12106 -0.94220
5 O 0.06923 -0.10183 -1.56573
6 H -0.01374 -2.33097 2.50038
7 H -1.44996 0.32286 -0.15127
8 H 1.47535 1.27186 -0.73443
9 H -0.12407 1.99453 -1.31324

***

A 2-piece molecular cluster, C35H55F5IN3O4P overall in a non-equilibrium geometry. Source: the Open Molecules 2025 dataset; level of theory: the ωB97M-V functional and the def2-TZVPD basis.

Net charge: +1

Element x y z (Å)
1 C 6.03934 -2.70198 3.06119
2 C 7.19697 -1.80211 2.62374
3 C 6.68473 -0.67295 1.71295
4 C 5.87704 0.38356 2.50280
5 C 4.42257 0.49966 2.03722
6 C 4.22827 1.51762 0.88972
7 C 3.70291 0.87308 -0.39681
8 C 2.17114 0.73128 -0.38010
9 C 1.54687 1.97202 -1.00902
10 C 0.00377 1.94742 -1.16813
11 C -0.63864 0.58606 -1.15197
12 C -1.40663 0.22761 -0.04337
13 C -1.55137 1.20190 1.10038
14 O -0.86026 1.05429 2.05546
15 O -2.47581 2.12363 0.91787
16 C -2.37797 3.29217 1.77974
17 C -1.45155 4.36449 1.23246
18 C 0.02371 4.24400 1.68628
19 C 0.45850 5.30939 2.71575
20 C 1.41713 4.71586 3.76809
21 C 2.88070 4.88611 3.37817
22 O 3.75422 4.83186 4.48613
23 C 3.75551 3.58063 5.12536
24 C -1.97135 -1.04808 0.03726
25 C -2.76409 -1.57809 1.22263
26 F -3.08707 -2.88221 0.98941
27 F -1.91176 -1.60063 2.27790
28 C -4.02508 -0.83952 1.58253
29 C -4.66305 0.06494 0.74681
30 C -5.81521 0.70768 1.17899
31 C -6.34232 0.45800 2.43567
32 C -5.72239 -0.47556 3.26065
33 C -6.30348 -0.79357 4.61208
34 F -5.56901 -1.68399 5.28327
35 F -7.52663 -1.33139 4.45785
36 F -6.43312 0.28738 5.37643
37 C -4.57298 -1.11739 2.83653
38 C -1.76240 -1.91349 -1.00774
39 N -1.04187 -1.56641 -2.09108
40 P -0.84417 -2.86539 -3.33450
41 N 0.32610 -3.76660 -2.88980
42 C -0.48429 -0.33836 -2.18639
43 I 0.61073 0.17738 -3.89403
44 H 5.47248 -2.99222 2.17825
45 H 5.35269 -2.17303 3.71903
46 H 6.40467 -3.57660 3.59007
47 H 7.65181 -1.36044 3.50847
48 H 7.93610 -2.38170 2.07729
49 H 6.04378 -1.14105 0.96772
50 H 7.55349 -0.23018 1.23046
51 H 6.38643 1.34285 2.46944
52 H 5.87636 0.05199 3.53897
53 H 3.79599 0.77866 2.88215
54 H 4.11026 -0.49106 1.71215
55 H 5.20006 1.96855 0.70156
56 H 3.57783 2.32919 1.21764
57 H 4.02023 1.48241 -1.24223
58 H 4.18595 -0.09534 -0.49374
59 H 1.92956 -0.17627 -0.93052
60 H 1.87801 0.62876 0.66417
61 H 1.83259 2.83422 -0.41274
62 H 1.99842 2.11131 -1.98569
63 H -0.27699 2.41791 -2.11009
64 H -0.41383 2.55627 -0.37973
65 H -3.37939 3.70907 1.79650
66 H -2.14161 3.02185 2.80304
67 H -1.85122 5.29320 1.63458
68 H -1.57341 4.42946 0.15320
69 H 0.21809 3.24041 2.05085
70 H 0.63569 4.40300 0.79881
71 H -0.39438 5.78702 3.18964
72 H 0.99592 6.08460 2.17492
73 H 1.22008 5.19048 4.72613
74 H 1.20349 3.65774 3.90503
75 H 3.18368 4.10057 2.67227
76 H 3.03616 5.83946 2.88404
77 H 4.67834 3.44944 5.67946
78 H 3.66404 2.76997 4.39489
79 H 2.92798 3.47965 5.83072
80 H -4.25739 0.28764 -0.22727
81 H -6.30973 1.42357 0.54137
82 H -7.22442 0.98557 2.75995
83 H -4.09258 -1.83900 3.47595
84 H -2.16916 -2.91114 -1.00172
85 H -2.09666 -3.49223 -3.29873
86 H -0.73596 -2.27566 -4.59653
87 H 1.05911 -3.81973 -3.58869
88 C -4.12894 -4.76947 -8.18363
89 C -3.18185 -3.67750 -7.69844
90 C -1.85038 -4.21251 -7.15237
91 O -1.92312 -4.77796 -5.85258
92 C -2.35693 -6.13140 -5.80484
93 N -3.88654 -2.83739 -6.72265
94 H -4.60695 -5.29445 -7.35689
95 H -4.92319 -4.33340 -8.78756
96 H -3.60395 -5.50243 -8.79839
97 H -2.93783 -3.05037 -8.56025
98 H -1.15967 -3.36675 -7.06328
99 H -1.39136 -4.92352 -7.84868
100 H -2.00403 -6.69405 -6.67127
101 H -3.44431 -6.19612 -5.73902
102 H -1.93852 -6.57822 -4.90352
103 H -3.30023 -2.04371 -6.47545
104 H -3.97250 -3.37019 -5.86060

***

no.,orbital gap (eV),E_HOMO (Eh),calculated total energy (eV)
1,11.0911,-0.370,-6256.759
2,6.9148,-0.417,-80816.884